1.
Entry from OMol25: a molecular structure, C45H52BrGeIMgNO2SSi (ωB97M-V with the def2-TZVPD basis set).

Last column: Löwdin charge in e.
Atoms and positions in Å:
Mg (-1.07245, -0.23087, 1.00442)  0.4122
I (4.09603, 5.72772, -0.20949)  0.8058
C (2.85534, 4.42965, 0.86973)  -0.7327
C (1.85970, 3.73885, 0.20066)  -0.1482
C (1.05951, 2.85598, 0.91225)  -0.0179
C (1.24521, 2.67456, 2.27549)  -0.1376
C (2.23433, 3.39680, 2.93235)  -0.0197
C (3.05266, 4.27252, 2.23463)  -0.1547
C (0.41914, 1.67138, 3.05459)  -0.5943
O (0.42849, 1.70663, 4.28004)  0.0372
O (-0.22615, 0.82231, 2.34502)  -0.1608
H (1.69865, 3.87445, -0.85976)  0.0750
H (0.29477, 2.29922, 0.38278)  0.1025
H (2.35620, 3.24965, 3.99733)  0.1158
H (3.83313, 4.82169, 2.74364)  0.0860
C (-1.52628, -0.57324, -0.94421)  -0.3945
Ge (-2.46314, 0.89481, -1.63350)  0.7638
C (-1.54786, 2.64291, -2.01605)  -0.2760
C (-1.85886, 3.85065, -1.39077)  -0.1120
C (-1.14945, 5.01748, -1.66292)  -0.1035
C (-0.11836, 5.00615, -2.59009)  -0.1291
C (0.20475, 3.81642, -3.23313)  -0.1164
C (-0.49403, 2.65459, -2.93527)  -0.1214
C (-3.88440, 1.36192, -0.31980)  -0.2634
C (-3.56007, 1.84595, 0.95053)  -0.1357
C (-4.51823, 1.99167, 1.94795)  -0.0925
C (-5.84273, 1.67118, 1.68373)  -0.1168
C (-6.19456, 1.20857, 0.42215)  -0.1126
C (-5.22493, 1.05185, -0.56078)  -0.1032
C (-3.41744, 0.62281, -3.36520)  -0.2723
C (-3.77880, 1.67334, -4.20968)  -0.1105
C (-4.45178, 1.44119, -5.40314)  -0.1097
C (-4.77628, 0.14318, -5.77672)  -0.1226
C (-4.42084, -0.91598, -4.95282)  -0.1115
C (-3.74754, -0.67317, -3.76110)  -0.1201
H (-0.74803, -0.86160, -1.65607)  -0.1430
H (-2.67780, 3.89053, -0.68025)  0.0865
H (-1.40735, 5.93828, -1.15200)  0.0953
H (0.43565, 5.91221, -2.80580)  0.0937
H (1.00686, 3.79663, -3.96291)  0.0949
H (-0.21817, 1.73011, -3.43650)  0.1005
H (-2.53156, 2.12340, 1.18014)  0.0939
H (-4.22785, 2.35059, 2.92916)  0.1047
H (-6.59397, 1.78052, 2.45711)  0.0948
H (-7.22736, 0.95758, 0.20736)  0.0943
H (-5.51442, 0.67570, -1.53682)  0.0931
H (-3.52408, 2.69126, -3.93308)  0.0938
H (-4.72152, 2.27219, -6.04525)  0.0906
H (-5.29950, -0.04115, -6.70790)  0.0881
H (-4.66530, -1.93209, -5.24225)  0.0899
H (-3.45156, -1.49764, -3.11850)  0.0836
C (5.53122, -3.70594, 0.23962)  -0.0932
C (4.36128, -3.26567, 1.13507)  -0.6282
C (3.81446, -4.50235, 1.86440)  -0.1239
C (4.91645, -2.33944, 2.22794)  -0.1079
Si (3.01732, -2.36453, 0.09408)  0.4984
Br (1.19800, -2.32890, 1.46908)  0.5893
C (3.42528, -0.52704, -0.24861)  -0.6054
C (4.83274, -0.36256, -0.84658)  -0.0858
C (2.41301, 0.07178, -1.24139)  -0.0877
C (3.34097, 0.31961, 1.03006)  -0.0990
C (2.47606, -3.36126, -1.45806)  -0.6218
C (2.37888, -4.86185, -1.14583)  -0.1101
C (1.09250, -2.94062, -1.96821)  -0.1167
C (3.48793, -3.17612, -2.60259)  -0.0911
H (6.32084, -4.13259, 0.86860)  0.0851
H (5.96901, -2.87628, -0.31761)  0.0670
H (5.23609, -4.47337, -0.47604)  0.0607
H (4.63284, -4.96267, 2.42992)  0.0830
H (3.41365, -5.25690, 1.19253)  0.0550
H (3.03096, -4.23175, 2.57244)  0.0463
H (5.60946, -2.91183, 2.85469)  0.0845
H (4.12588, -1.95354, 2.87426)  0.0783
H (5.46830, -1.49486, 1.81994)  0.0610
H (4.97682, -0.94672, -1.75961)  0.0669
H (5.61735, -0.63691, -0.14205)  0.0615
H (4.98214, 0.69147, -1.10367)  0.0892
H (2.50222, -0.35787, -2.23840)  0.0677
H (2.61044, 1.14507, -1.32781)  0.0844
H (1.37507, -0.04338, -0.91171)  0.0521
H (4.06255, 0.02300, 1.79053)  0.0632
H (2.34786, 0.27811, 1.47115)  0.0401
H (3.54017, 1.36609, 0.77339)  0.0850
H (1.69346, -5.05789, -0.31865)  0.0770
H (3.34415, -5.31247, -0.91423)  0.0586
H (1.98299, -5.37471, -2.02889)  0.0846
H (0.30504, -3.09279, -1.23163)  0.0542
H (0.85028, -3.55352, -2.84430)  0.0887
H (1.04139, -1.90015, -2.27470)  0.0488
H (4.50661, -3.45348, -2.32340)  0.0640
H (3.50623, -2.15049, -2.96946)  0.0643
H (3.19221, -3.81460, -3.44217)  0.0858
S (-5.04111, -2.00012, 2.12879)  1.0699
C (-3.51000, -1.69533, 1.40914)  -0.4332
N (-2.62735, -1.14510, 2.18540)  -0.0064
C (-3.14658, -0.89497, 3.45138)  -0.2952
C (-2.46590, -0.25463, 4.48971)  0.0123
C (-3.14174, -0.05477, 5.67558)  -0.0724
C (-4.46697, -0.48095, 5.83965)  -0.0969
C (-5.14614, -1.10937, 4.81579)  -0.0983
C (-4.47117, -1.31026, 3.61378)  -0.4726
H (-3.27416, -1.87432, 0.35732)  0.0573
H (-1.45332, 0.10187, 4.34208)  0.0941
H (-2.63899, 0.45093, 6.48960)  0.1043
H (-4.97067, -0.30689, 6.78214)  0.0970
H (-6.17378, -1.42552, 4.93824)  0.1026

Force components x, y, z for each atom (eV/Å):
Mg 0.2 -0.2 0.0
I 0.0 0.0 0.0
C 0.0 0.0 0.0
C 0.0 0.0 0.0
C 0.0 0.0 0.0
C 0.0 0.0 0.0
C 0.0 0.0 0.0
C 0.0 0.0 0.0
C 0.0 0.0 0.1
O 0.0 0.0 0.0
O -0.1 0.0 0.0
H 0.0 0.0 0.0
H 0.0 0.0 0.0
H 0.0 0.0 0.0
H 0.0 0.0 0.0
C 0.0 0.2 0.0
Ge 0.0 0.0 0.0
C 0.0 0.0 0.0
C 0.0 0.0 0.0
C 0.0 0.0 0.0
C 0.0 0.0 0.0
C 0.0 0.0 0.0
C 0.0 0.0 0.0
C 0.0 0.0 0.0
C 0.0 0.0 0.0
C 0.0 0.0 0.0
C 0.0 0.0 0.0
C 0.0 0.0 0.0
C 0.0 0.0 0.0
C 0.0 0.0 0.0
C 0.0 0.0 0.0
C 0.0 0.0 0.0
C 0.0 0.0 0.0
C 0.0 0.0 0.0
C 0.0 0.0 0.0
H 0.0 -0.1 -0.1
H 0.0 0.0 0.0
H 0.0 0.0 0.0
H 0.0 0.0 0.0
H 0.0 0.0 0.0
H 0.0 0.0 0.0
H 0.0 0.0 0.0
H 0.0 0.0 0.0
H 0.0 0.0 0.0
H 0.0 0.0 0.0
H 0.0 0.0 0.0
H 0.0 0.0 0.0
H 0.0 0.0 0.0
H 0.0 0.0 0.0
H 0.0 0.0 0.0
H 0.0 0.0 0.0
C 0.0 0.0 0.0
C 0.0 0.0 0.0
C 0.0 0.0 0.0
C 0.0 -0.1 0.0
Si -0.1 0.0 -0.1
Br 0.0 -0.1 0.0
C 0.0 0.0 -0.1
C 0.0 0.0 0.0
C 0.0 0.0 0.1
C 0.1 0.0 0.0
C 0.1 0.0 0.0
C 0.0 0.0 0.0
C 0.0 0.0 -0.1
C 0.0 0.0 0.0
H 0.0 0.0 0.0
H 0.0 0.0 0.0
H 0.0 0.0 0.0
H 0.0 0.0 0.0
H 0.0 0.0 0.0
H 0.0 0.0 0.0
H 0.0 0.0 0.0
H 0.0 0.0 0.0
H 0.0 0.0 0.0
H 0.0 0.0 0.0
H 0.0 0.0 0.0
H 0.0 0.0 0.0
H 0.0 0.0 0.0
H 0.0 0.0 0.0
H 0.0 0.0 0.0
H 0.0 0.0 0.0
H 0.0 0.0 0.0
H 0.0 0.0 0.0
H 0.0 0.0 0.0
H 0.0 0.0 0.0
H 0.0 0.0 0.0
H 0.0 0.0 0.0
H 0.0 0.0 0.0
H 0.0 0.0 0.0
H 0.0 0.0 0.0
H 0.0 0.0 0.0
H 0.0 0.0 0.0
S 0.0 0.0 0.0
C 0.1 0.0 0.1
N -0.1 0.1 -0.1
C 0.1 0.0 0.0
C -0.1 0.0 0.0
C 0.0 0.0 0.0
C 0.0 0.0 0.0
C 0.0 0.0 0.0
C 0.0 0.0 0.0
H 0.0 0.0 0.0
H 0.0 0.0 0.0
H 0.0 0.0 0.0
H 0.0 0.0 0.0
H 0.0 0.0 0.0

Output
E_HOMO: -0.1117 Ha
Charge: -1
Orbital gap: 0.188 Ha

2.
Entry from OMol25: a gas-phase ion, C6H11N5 (charge +2) in a non-equilibrium geometry (ωB97M-V with the def2-TZVPD basis set).

Last column: natural (NBO) charge in e.
Atoms and positions in Å:
C (-1.03984, 0.72898, 0.47190)  0.2044
C (-3.33879, 0.77871, -0.01442)  0.2601
C (0.05145, 0.28718, 0.68805)  0.1554
C (2.55931, 0.07694, 0.27373)  0.4945
C (1.29002, -0.49408, 0.88622)  -0.5649
C (-4.16986, -1.36321, -0.79040)  -0.4659
N (2.62166, 1.36799, -0.08862)  -0.6896
N (3.51493, -0.76039, 0.04161)  -0.1673
N (-2.12980, 1.42122, 0.34942)  -0.4004
N (4.68614, -0.78129, -0.57442)  -0.3657
N (-3.31544, -0.40767, -0.41149)  -0.2785
H (2.08053, 1.93056, 0.41372)  0.3999
H (-4.15004, 1.65156, 0.01218)  0.2119
H (1.56049, -0.62323, 2.05004)  0.3365
H (1.00727, -1.52133, 0.51274)  0.3254
H (-4.56429, -1.94288, 0.13617)  0.2975
H (-5.08001, -1.08889, -1.28211)  0.2463
H (-3.52828, -2.02824, -1.40430)  0.2445
H (3.57669, 1.84476, -0.33819)  0.4444
H (-2.06818, 2.45281, 0.66410)  0.4791
H (4.98360, -0.27113, -1.40118)  0.4085
H (5.45244, -1.25835, -0.19475)  0.4239

Force components x, y, z for each atom (eV/Å):
C -0.1 0.7 0.1
C -2.3 3.7 -0.3
C 2.4 -1.1 0.5
C 0.3 0.5 -2.0
C -0.3 -0.7 1.9
C -1.3 -3.6 -0.1
N 5.0 -1.6 -1.9
N 2.3 -1.8 0.1
N -0.6 0.9 0.4
N -2.5 1.8 -0.1
N 3.0 2.7 1.9
H -3.1 3.3 2.3
H 1.0 -2.4 -0.1
H -0.9 0.3 -2.4
H 1.0 0.9 0.3
H 0.9 0.7 -1.2
H -0.6 0.6 -0.5
H -1.1 -0.3 0.3
H -2.4 -1.5 0.5
H -0.6 -2.0 -0.8
H -0.9 0.3 -0.4
H 0.7 -1.4 1.4

Output
E_HOMO (alpha / beta): -0.6260 / -0.6157 Ha
Charge: +2
Orbital gap (alpha / beta): 0.281 / 0.223 Ha

3.
Entry from OMol25: a single C3H8IN3 molecule in a non-equilibrium geometry (ωB97M-V with the def2-TZVPD basis set).

Last column: natural (NBO) charge in e.
Atoms and positions in Å:
C (1.20128, 1.17672, -0.05342)  -0.6497
C (-1.11065, 0.07007, -0.47999)  -0.7120
C (0.12215, 0.20762, 0.44276)  0.2964
N (-0.63853, -0.85672, 2.35485)  -0.5806
N (0.27279, -0.19121, 1.62865)  -0.3049
N (0.06824, -3.23878, 0.13478)  -1.0571
I (-1.37384, -2.77030, 1.32280)  0.9419
H (1.60550, 0.91566, -1.03782)  0.2185
H (1.83220, 1.16221, 0.78416)  0.2362
H (0.77899, 2.10645, -0.06241)  0.2097
H (-1.31590, -0.93440, -0.79257)  0.2248
H (-0.87939, 0.89753, -1.28039)  0.2371
H (-1.86703, 0.24739, 0.29485)  0.2393
H (-0.04625, -1.14886, 3.16617)  0.3705
H (-0.06691, -2.73693, -0.76551)  0.3299

Force components x, y, z for each atom (eV/Å):
C -0.7 -3.0 0.2
C 1.7 1.8 1.1
C 0.0 0.4 -2.2
N 0.1 -0.8 0.6
N 0.7 0.2 0.4
N 0.0 0.1 -0.2
I 0.8 0.7 0.1
H 0.1 0.0 0.4
H 1.9 0.1 0.5
H -1.2 2.7 -0.5
H 0.2 -0.3 -0.9
H -1.4 -1.9 1.3
H -0.7 0.7 -0.8
H -1.1 -0.4 -0.7
H -0.3 -0.2 0.7

Output
E_HOMO: -0.3103 Ha
Orbital gap: 0.281 Ha

The E results, record by record, are as follows: -7787.79315, -508.15166, -580.86392 Ha.
The relative energy (zero: lowest compared OMol25 entry of this formula, charge and spin) results, record by record, are as follows: 0.0, 159.5, 76.9 kcal per mole.